Entry from OMol25: 2 unconnected molecules or ions with the total composition C4H12 (ωB97M-V/def2-TZVPD).

Computed properties:
**Highest occupied orbital energy (spin up / spin down)**: 1.48 / -7.57 eV
**Strongest force on any atom**: 3.8 eV Å⁻¹
**Net charge**: -1
**Spin multiplicity**: 2
**Gap between HOMO and LUMO (spin up / spin down)**: 0.101 / 0.441 Eh
**Energy relative to the best compared isomer or geometry (same formula, charge and spin)**: 143.2 kJ/mol
**E**: -159.4756 hartree

Cartesian coordinates (Å):
1 C 1.17269 1.81584 -1.69106
2 C 2.06173 0.53001 -1.45174
3 H 0.32559 1.73820 -2.43068
4 H 0.65211 1.92637 -0.77301
5 H 1.74262 2.66558 -2.02818
6 H 3.07977 0.76908 -1.14900
7 H 1.95862 -0.19932 -2.25178
8 H 1.81234 0.13717 -0.41243
9 C -1.26690 -0.45669 1.34806
10 C -1.82932 -1.82893 1.68936
11 H -2.25517 0.00528 1.00463
12 H -0.81979 0.22187 2.12866
13 H -0.55798 -0.36653 0.61595
14 H -1.44617 -2.75542 1.17492
15 H -1.61822 -2.30142 2.62946
16 H -3.01193 -1.90109 1.59683

Entry from OMol25: 4 unconnected molecules or ions with the total composition C25H52BrIO11 (ωB97M-V/def2-TZVPD).

Computed properties:
**Highest occupied orbital energy**: -9.09 eV
**Strongest force on any atom**: 5.3 eV Å⁻¹
**Net charge**: 0
**Gap between HOMO and LUMO**: 0.342 Eh
**E**: -4682.8849 hartree

Cartesian coordinates (Å):
1 C 0.33505 -6.77199 -5.04297
2 C -1.18588 -6.93639 -5.15766
3 C -1.87128 -5.57665 -5.13343
4 Br -1.12847 -4.38519 -6.50684
5 C -3.35933 -5.58790 -5.22477
6 O -3.97428 -6.16602 -6.36782
7 C -5.31750 -5.93482 -6.17496
8 O -6.06366 -5.89644 -7.03298
9 C -5.54859 -5.69753 -4.66590
10 C -4.20325 -6.14974 -4.08335
11 I -4.33263 -8.32983 -4.23319
12 H 0.57464 -5.85946 -4.51348
13 H 0.75037 -6.67680 -6.03356
14 H 0.78365 -7.57681 -4.47894
15 H -1.44549 -7.39020 -6.10378
16 H -1.55515 -7.57407 -4.37223
17 H -1.63561 -5.09206 -4.19792
18 H -3.67142 -4.54048 -5.26834
19 H -6.43116 -6.13554 -4.23573
20 H -5.59395 -4.61997 -4.52195
21 H -3.95723 -5.85159 -3.08002
22 C 0.19340 -0.49304 1.33631
23 O 0.75581 -0.94721 0.12079
24 C 1.00947 -2.33956 0.07136
25 C 0.49944 -2.97461 -1.20835
26 O -0.91101 -2.99049 -1.36911
27 C -1.59832 -1.77082 -1.61715
28 C -1.29925 -1.10524 -2.94618
29 O 0.00679 -0.55369 -2.99308
30 C 0.68249 -0.79418 -4.20984
31 H 0.98224 -0.31785 2.07507
32 H -0.32279 0.44603 1.13767
33 H -0.53340 -1.20457 1.73971
34 H 0.56206 -2.85473 0.92777
35 H 2.09651 -2.48430 0.11310
36 H 0.79184 -4.02817 -1.17320
37 H 0.99329 -2.55392 -2.08532
38 H -1.47526 -1.07113 -0.78989
39 H -2.65643 -2.04677 -1.63457
40 H -2.01225 -0.28336 -3.08950
41 H -1.44571 -1.83648 -3.74986
42 H 0.48741 -1.80612 -4.57468
43 H 1.75274 -0.69540 -4.02783
44 H 0.38556 -0.06146 -4.96762
45 C -0.61077 4.08646 2.78805
46 O -1.05472 3.20494 3.79980
47 C -0.80500 3.65070 5.12159
48 C -2.02442 3.52357 6.01528
49 O -3.11825 4.36694 5.69164
50 C -3.87095 4.11392 4.51464
51 C -4.66777 2.82334 4.50142
52 O -3.83299 1.68074 4.40030
53 C -4.20928 0.60561 5.23383
54 H 0.45206 3.91968 2.58299
55 H -1.18547 3.87758 1.88528
56 H -0.77195 5.13359 3.06174
57 H -0.46308 4.69063 5.13084
58 H -0.00827 3.02387 5.54132
59 H -1.71287 3.83708 7.01563
60 H -2.34051 2.48382 6.11049
61 H -3.24905 4.19904 3.62258
62 H -4.59586 4.93074 4.46648
63 H -5.32646 2.83477 3.62383
64 H -5.28931 2.77770 5.40213
65 H -4.54533 0.95177 6.21617
66 H -3.33236 -0.02608 5.37658
67 H -4.99858 0.00836 4.76453
68 C 2.99105 2.21297 0.98039
69 O 4.01790 2.75641 1.78688
70 C 5.24262 2.04676 1.73756
71 C 6.43540 2.96175 1.53200
72 O 6.50098 3.61738 0.27587
73 C 5.57241 4.64917 -0.02352
74 C 5.69169 5.91097 0.80956
75 O 5.27208 5.70821 2.14916
76 C 6.09578 6.31857 3.11932
77 H 2.47696 1.40907 1.51540
78 H 2.27598 3.00733 0.76482
79 H 3.37746 1.83610 0.02897
80 H 5.23181 1.29265 0.94370
81 H 5.37012 1.53209 2.69856
82 H 7.32572 2.32730 1.56554
83 H 6.53932 3.67006 2.35510
84 H 4.54888 4.27226 -0.01907
85 H 5.79405 4.93259 -1.05578
86 H 5.04205 6.67724 0.36798
87 H 6.72643 6.26825 0.77140
88 H 7.15618 6.23764 2.86058
89 H 5.93480 5.80017 4.06461
90 H 5.82803 7.37287 3.24807